# 1
{"formula": "C2H13NO4", "method": "ωB97M-V with the def2-TZVPD basis set", "elements": ["N", "C", "C", "O", "H", "H", "H", "H", "H", "H", "H", "O", "H", "H", "O", "H", "H", "O", "H", "H"], "xyz": [[0.53769, 0.54864, -0.63829], [1.31574, -0.57486, -1.15261], [2.78835, -0.46000, -0.94229], [3.18175, -0.60274, 0.42036], [1.12416, 1.33042, -0.36775], [0.14056, 0.27372, 0.25554], [1.12349, -0.76508, -2.21136], [0.95924, -1.50205, -0.68128], [3.13552, 0.53047, -1.27739], [3.34423, -1.19451, -1.53230], [2.39801, -0.76738, 0.95420], [-2.81654, -1.70698, 0.16330], [-3.66196, -1.78673, -0.28303], [-2.51872, -0.80327, 0.02059], [0.63393, 1.01328, 2.53337], [1.17956, 1.31444, 3.27760], [-0.18429, 1.48888, 2.76157], [-3.89704, 1.21311, -0.22149], [-4.00935, 0.94448, -1.13882], [-4.77433, 1.50616, 0.06008]], "lowdin_charge": [0.01, -0.29, -0.28, -0.08, 0.06, 0.04, 0.10, 0.12, 0.12, 0.11, 0.07, -0.06, 0.02, 0.00, -0.06, 0.05, 0.05, -0.06, 0.04, 0.04], "fmax_ha_per_bohr": 0.023, "charge": 0, "relative_energy_ev": 1.115, "spin_multiplicity": 1, "energy_ha": -439.68180}

# 2
{"formula": "C18H18N6ReS2", "method": "ωB97M-V with the def2-TZVPD basis set", "elements": ["Re", "C", "C", "N", "N", "C", "N", "S", "C", "C", "C", "C", "C", "N", "H", "H", "H", "H", "H", "H", "H", "H", "H", "H", "S", "C", "C", "C", "N", "C", "C", "C", "C", "C", "N", "C", "C", "H", "H", "H", "H", "H", "H", "H", "H"], "xyz": [[-1.84921, 0.55820, 0.97568], [-2.05266, -2.35349, 4.21215], [-1.80992, -1.19677, 3.31149], [-2.37518, -1.02402, 2.15679], [-3.40506, -1.84721, 1.73390], [-4.21534, -1.40218, 0.76006], [-5.27914, -2.07744, 0.42840], [-3.86941, 0.11548, -0.05863], [-0.88855, -0.09871, 3.67172], [-0.31885, 0.03019, 4.91174], [0.44470, 1.16892, 5.19923], [0.61564, 2.13728, 4.22733], [0.02099, 1.94941, 2.98978], [-0.71788, 0.85928, 2.70637], [-2.81054, -2.11548, 4.96739], [-2.37316, -3.24831, 3.68043], [-1.13870, -2.60589, 4.74757], [-3.64123, -2.66055, 2.28990], [-5.56067, -2.94700, 0.86877], [-5.90507, -1.72620, -0.28895], [-0.47018, -0.72483, 5.67149], [0.88898, 1.28958, 6.17993], [1.19100, 3.03283, 4.41952], [0.13023, 2.68498, 2.20338], [2.62774, -0.86705, -3.57320], [1.52616, -0.31257, -2.35830], [1.15676, -1.33077, -1.44959], [0.25122, -1.07149, -0.46327], [-0.32379, 0.15526, -0.31282], [0.02626, 1.13550, -1.18900], [0.93278, 0.94924, -2.19637], [3.13439, 0.48744, -4.61404], [3.22774, 0.13678, -5.96451], [3.78775, 1.04867, -6.85636], [4.16848, 2.17145, -6.30798], [4.13431, 2.61108, -5.07762], [3.58917, 1.72327, -4.15505], [1.57384, -2.32700, -1.53255], [-0.03965, -1.83887, 0.23919], [-0.45729, 2.10316, -1.07699], [1.14588, 1.77281, -2.86268], [2.89426, -0.81874, -6.34932], [3.90681, 0.87240, -7.92216], [4.53547, 3.58901, -4.82907], [3.59092, 2.01236, -3.11373]], "lowdin_spin": [0.06, 0.00, -0.02, 0.01, 0.00, 0.00, 0.00, 0.00, 0.00, -0.01, -0.01, 0.00, -0.01, 0.01, 0.00, 0.00, 0.00, 0.00, 0.00, 0.00, 0.00, 0.00, 0.00, 0.00, 0.00, 0.00, 0.00, 0.00, -0.01, 0.00, 0.00, -0.02, 0.05, 0.08, 0.70, 0.08, 0.05, 0.00, 0.00, 0.00, 0.00, 0.01, 0.02, 0.02, 0.01], "fmax_ha_per_bohr": 0.019, "charge": 4, "s2": 1.113, "spin_multiplicity": 2, "energy_ha": -1898.33193}

# 3
{"formula": "C43H98NO8", "method": "ωB97M-V with the def2-TZVPD basis set", "elements": ["C", "C", "N", "C", "C", "C", "C", "C", "C", "C", "C", "O", "C", "C", "C", "C", "C", "C", "C", "C", "C", "C", "C", "C", "C", "C", "C", "C", "C", "C", "C", "H", "H", "H", "H", "H", "H", "H", "H", "H", "H", "H", "H", "H", "H", "H", "H", "H", "H", "H", "H", "H", "H", "H", "H", "H", "H", "H", "H", "H", "H", "H", "H", "H", "H", "H", "H", "H", "H", "H", "H", "H", "H", "H", "H", "H", "H", "H", "H", "H", "H", "H", "H", "H", "H", "H", "H", "C", "C", "O", "H", "H", "H", "H", "H", "H", "C", "C", "O", "H", "H", "H", "H", "H", "H", "C", "C", "O", "H", "H", "H", "H", "H", "H", "C", "C", "O", "H", "H", "H", "H", "H", "H", "C", "C", "O", "H", "H", "H", "H", "H", "H", "C", "C", "O", "H", "H", "H", "H", "H", "H", "C", "C", "O", "H", "H", "H", "H", "H", "H"], "xyz": [[3.09632, 2.20961, -1.22151], [2.34326, 2.26361, -0.27498], [1.19263, 2.49842, 0.51281], [0.85186, 3.99342, 0.42487], [-0.36898, 4.11792, -0.56891], [-0.37087, 2.68879, -1.21674], [-1.57156, 2.31036, -2.07910], [-1.17777, 1.18324, -3.07894], [-1.02640, 1.63585, -4.54594], [0.41416, 1.27793, -4.98893], [0.77782, 1.79709, -6.40808], [-0.36482, 2.34917, -7.03311], [-0.15070, 3.57954, -7.69152], [-1.34683, 4.49038, -7.41101], [-0.07455, 1.86920, 0.01735], [-0.16923, 0.35158, 0.01761], [-0.98599, -0.23510, 1.18033], [-2.33786, -0.81164, 0.76700], [-2.27066, -1.93434, -0.27459], [-1.92108, -3.30444, 0.37172], [-1.96863, -4.37075, -0.72729], [-2.26452, -5.79116, -0.19663], [-1.85651, -6.80512, -1.28256], [-1.44188, -8.19364, -0.72072], [-1.97256, -9.29926, -1.65570], [-1.06128, -10.53583, -1.83301], [-0.04893, -10.77990, -0.70819], [0.56019, -12.18546, -0.90493], [1.38591, -12.67068, 0.30153], [2.72434, -13.27194, -0.14493], [3.66064, -13.43330, 1.06326], [3.76101, 2.25447, -2.03729], [1.47822, 2.14371, 1.42745], [1.68350, 4.55622, 0.00570], [0.65037, 4.24267, 1.45946], [-0.15975, 4.95318, -1.22314], [-1.19134, 4.30848, 0.11512], [0.43100, 2.80983, -1.94591], [-1.79777, 3.19143, -2.67549], [-2.45108, 2.04025, -1.49723], [-0.21629, 0.79183, -2.74176], [-1.86407, 0.34748, -2.96717], [-1.66895, 0.98899, -5.13172], [-1.25086, 2.68117, -4.72160], [1.14365, 1.65209, -4.26375], [0.51322, 0.19537, -4.95282], [1.10980, 0.93825, -6.99811], [1.60969, 2.49665, -6.32478], [-0.06345, 3.47476, -8.77592], [0.73725, 4.11338, -7.34313], [-2.24349, 4.07137, -7.86086], [-1.14332, 5.43918, -7.90625], [-1.49188, 4.64099, -6.34600], [-0.80387, 2.20284, 0.76146], [-0.55027, -0.03285, -0.92047], [0.84867, -0.04370, 0.10976], [-1.19256, 0.53905, 1.92654], [-0.44219, -1.00098, 1.72700], [-2.78848, -1.24735, 1.66582], [-3.04938, -0.05349, 0.43280], [-1.51036, -1.77771, -1.04698], [-3.21635, -2.02959, -0.80333], [-0.91128, -3.17982, 0.75514], [-2.65948, -3.45882, 1.15705], [-2.66321, -4.10586, -1.52179], [-0.97594, -4.41146, -1.18562], [-3.34720, -5.85446, -0.13082], [-1.80783, -5.97373, 0.77252], [-2.70752, -6.90451, -1.95562], [-1.03525, -6.44872, -1.90660], [-0.35626, -8.16758, -0.67088], [-1.82074, -8.30040, 0.29193], [-2.98648, -9.55338, -1.35164], [-2.07257, -8.84137, -2.63989], [-0.54277, -10.51234, -2.78977], [-1.69916, -11.42146, -1.86183], [0.79133, -10.09576, -0.82866], [-0.48376, -10.69783, 0.28402], [-0.29691, -12.85372, -1.00998], [1.09398, -12.22284, -1.85335], [0.83594, -13.49144, 0.75847], [1.56049, -11.89855, 1.04945], [3.19546, -12.67774, -0.92642], [2.57776, -14.27731, -0.54273], [3.99689, -12.44227, 1.36914], [3.15208, -13.95280, 1.86872], [4.55980, -13.97914, 0.78606], [4.46111, 7.69125, 1.60023], [3.61432, 6.44102, 1.47956], [3.49720, 6.02420, 0.11201], [4.03065, 8.50346, 1.01552], [4.54207, 8.01439, 2.63597], [5.46680, 7.51365, 1.21208], [2.60469, 6.62588, 1.84781], [4.05182, 5.62259, 2.06257], [4.38631, 5.85140, -0.21282], [4.91962, 11.89778, 4.85379], [4.56461, 10.59140, 4.17329], [5.36931, 10.38680, 3.00746], [4.77898, 12.73228, 4.16455], [4.30312, 12.05999, 5.73446], [5.96687, 11.90363, 5.15912], [3.52353, 10.59757, 3.85287], [4.71071, 9.74680, 4.85821], [6.28894, 10.37204, 3.28952], [0.35755, -3.27984, -6.26786], [-0.34803, -2.85779, -4.99283], [-1.26819, -1.79467, -5.24129], [0.89238, -2.43519, -6.70465], [1.06870, -4.08420, -6.07495], [-0.36378, -3.62460, -7.01191], [0.37266, -2.49514, -4.25958], [-0.88950, -3.70281, -4.55555], [-1.91283, -2.11514, -5.87990], [-7.25880, -7.67645, -0.67021], [-5.89460, -8.27581, -0.38390], [-5.16992, -7.48393, 0.55674], [-7.15470, -6.66242, -1.05827], [-7.80621, -8.27679, -1.39819], [-7.85242, -7.61305, 0.24488], [-5.29756, -8.31919, -1.29412], [-5.99636, -9.29213, 0.01013], [-5.68496, -7.45009, 1.36857], [-5.26654, -1.89856, 5.33118], [-3.80061, -1.79714, 4.95577], [-3.57741, -0.72606, 4.03561], [-5.87708, -2.05533, 4.44137], [-5.43730, -2.72315, 6.02421], [-5.61017, -0.97349, 5.80009], [-3.46628, -2.71291, 4.47025], [-3.18630, -1.63463, 5.84687], [-3.86007, 0.08806, 4.46293], [-0.17298, 11.39508, 1.45760], [1.00562, 10.83652, 2.23316], [1.01517, 11.31855, 3.57468], [-0.13881, 12.48445, 1.44815], [-0.17172, 11.03454, 0.42758], [-1.11660, 11.10542, 1.92667], [1.94489, 11.14375, 1.77496], [0.97148, 9.74032, 2.24823], [0.19347, 11.04229, 3.99157], [3.98112, 10.92599, 9.12386], [5.45308, 11.04315, 8.77180], [5.67465, 12.08859, 7.82790], [3.38957, 10.73392, 8.22737], [3.81105, 10.11787, 9.83703], [3.61325, 11.85755, 9.55995], [5.81220, 10.11989, 8.31865], [6.04816, 11.24022, 9.66924], [5.37051, 12.91001, 8.22653]], "lowdin_charge": [0.22, -0.08, -0.02, -0.04, -0.06, -0.26, -0.12, -0.18, -0.16, -0.16, -0.20, -0.16, -0.28, -0.07, -0.22, -0.10, -0.18, -0.20, -0.21, -0.19, -0.22, -0.20, -0.21, -0.20, -0.19, -0.20, -0.23, -0.22, -0.22, -0.28, -0.12, 0.05, 0.20, 0.10, 0.13, 0.12, 0.12, 0.14, 0.11, 0.12, 0.08, 0.11, 0.11, 0.10, 0.09, 0.09, 0.12, 0.11, 0.12, 0.11, 0.08, 0.08, 0.06, 0.16, 0.08, 0.13, 0.11, 0.11, 0.09, 0.11, 0.10, 0.11, 0.11, 0.11, 0.11, 0.10, 0.09, 0.11, 0.10, 0.10, 0.10, 0.11, 0.10, 0.10, 0.11, 0.10, 0.11, 0.12, 0.10, 0.11, 0.11, 0.11, 0.10, 0.11, 0.07, 0.07, 0.06, -0.08, -0.32, -0.11, 0.08, 0.06, 0.08, 0.10, 0.11, 0.08, -0.09, -0.31, -0.10, 0.08, 0.06, 0.07, 0.09, 0.11, 0.08, -0.09, -0.32, -0.09, 0.07, 0.08, 0.08, 0.11, 0.11, 0.09, -0.09, -0.32, -0.09, 0.08, 0.08, 0.07, 0.10, 0.11, 0.08, -0.09, -0.31, -0.10, 0.08, 0.08, 0.07, 0.11, 0.11, 0.08, -0.09, -0.33, -0.09, 0.08, 0.07, 0.07, 0.11, 0.10, 0.08, -0.09, -0.31, -0.10, 0.07, 0.07, 0.07, 0.11, 0.11, 0.09], "fmax_ha_per_bohr": 0.047, "charge": 1, "spin_multiplicity": 1, "energy_ha": -2353.38017}

# 4
{"formula": "C4H11NO", "method": "ωB97M-V with the def2-TZVPD basis set", "elements": ["C", "C", "C", "C", "N", "H", "H", "H", "H", "H", "H", "H", "H", "H", "O", "H", "H"], "xyz": [[-1.22030, 1.13867, 3.06891], [-0.57362, 1.44914, 1.72343], [-0.71640, 0.53704, 0.69429], [-0.05527, 0.57515, -0.61836], [0.02786, 2.00520, -1.24970], [-2.33869, 1.11788, 3.07626], [-1.03212, 1.95635, 3.70649], [-0.76135, 0.14356, 3.46186], [0.06039, 2.26324, 1.52863], [-1.53236, -0.11336, 0.78777], [-0.57349, -0.02586, -1.46726], [0.96122, 0.08667, -0.54135], [-0.94884, 2.24202, -1.51860], [0.43891, 1.64291, -2.21309], [2.58182, -5.10638, -3.04518], [3.29319, -5.58973, -3.67405], [2.38903, -4.32252, -3.72008]], "lowdin_charge": [-0.12, -0.13, -0.15, -0.30, -0.05, 0.08, 0.03, 0.11, 0.07, 0.08, 0.11, 0.11, 0.06, 0.09, -0.18, 0.10, 0.08], "fmax_ha_per_bohr": 0.104, "charge": 0, "relative_energy_ev": 3.008, "spin_multiplicity": 1, "energy_ha": -288.90649}

Repeat the second record exactly.
{"formula": "C18H18N6ReS2", "method": "ωB97M-V with the def2-TZVPD basis set", "elements": ["Re", "C", "C", "N", "N", "C", "N", "S", "C", "C", "C", "C", "C", "N", "H", "H", "H", "H", "H", "H", "H", "H", "H", "H", "S", "C", "C", "C", "N", "C", "C", "C", "C", "C", "N", "C", "C", "H", "H", "H", "H", "H", "H", "H", "H"], "xyz": [[-1.84921, 0.55820, 0.97568], [-2.05266, -2.35349, 4.21215], [-1.80992, -1.19677, 3.31149], [-2.37518, -1.02402, 2.15679], [-3.40506, -1.84721, 1.73390], [-4.21534, -1.40218, 0.76006], [-5.27914, -2.07744, 0.42840], [-3.86941, 0.11548, -0.05863], [-0.88855, -0.09871, 3.67172], [-0.31885, 0.03019, 4.91174], [0.44470, 1.16892, 5.19923], [0.61564, 2.13728, 4.22733], [0.02099, 1.94941, 2.98978], [-0.71788, 0.85928, 2.70637], [-2.81054, -2.11548, 4.96739], [-2.37316, -3.24831, 3.68043], [-1.13870, -2.60589, 4.74757], [-3.64123, -2.66055, 2.28990], [-5.56067, -2.94700, 0.86877], [-5.90507, -1.72620, -0.28895], [-0.47018, -0.72483, 5.67149], [0.88898, 1.28958, 6.17993], [1.19100, 3.03283, 4.41952], [0.13023, 2.68498, 2.20338], [2.62774, -0.86705, -3.57320], [1.52616, -0.31257, -2.35830], [1.15676, -1.33077, -1.44959], [0.25122, -1.07149, -0.46327], [-0.32379, 0.15526, -0.31282], [0.02626, 1.13550, -1.18900], [0.93278, 0.94924, -2.19637], [3.13439, 0.48744, -4.61404], [3.22774, 0.13678, -5.96451], [3.78775, 1.04867, -6.85636], [4.16848, 2.17145, -6.30798], [4.13431, 2.61108, -5.07762], [3.58917, 1.72327, -4.15505], [1.57384, -2.32700, -1.53255], [-0.03965, -1.83887, 0.23919], [-0.45729, 2.10316, -1.07699], [1.14588, 1.77281, -2.86268], [2.89426, -0.81874, -6.34932], [3.90681, 0.87240, -7.92216], [4.53547, 3.58901, -4.82907], [3.59092, 2.01236, -3.11373]], "lowdin_spin": [0.06, 0.00, -0.02, 0.01, 0.00, 0.00, 0.00, 0.00, 0.00, -0.01, -0.01, 0.00, -0.01, 0.01, 0.00, 0.00, 0.00, 0.00, 0.00, 0.00, 0.00, 0.00, 0.00, 0.00, 0.00, 0.00, 0.00, 0.00, -0.01, 0.00, 0.00, -0.02, 0.05, 0.08, 0.70, 0.08, 0.05, 0.00, 0.00, 0.00, 0.00, 0.01, 0.02, 0.02, 0.01], "fmax_ha_per_bohr": 0.019, "charge": 4, "s2": 1.113, "spin_multiplicity": 2, "energy_ha": -1898.33193}